[1]
The following is a quantum chemistry calculation of a structure of composition C6H12N in a non-equilibrium geometry, from OMol25.

```
19
Properties=species:S:1:pos:R:3:forces:R:3:lowdin_charge:R:1
C -1.762896 -1.060328 0.576837 -1.92 1.30 1.70 -0.1309
C -0.628574 -0.449191 1.398047 0.38 -1.56 -2.15 -0.2699
C 0.732727 -0.469362 0.582426 -0.99 1.09 1.98 -0.1608
C 1.071254 0.470827 -0.606133 -0.80 -2.10 4.44 -0.3868
C 2.387146 0.414836 -0.904416 -0.54 1.98 -2.34 0.0204
C -0.146764 1.161379 -1.148132 2.51 -1.94 -3.31 -0.1008
N -0.204390 0.115800 -1.988861 -0.30 1.91 0.07 0.1329
H -2.756049 -0.789278 1.041592 0.82 -0.32 -0.06 0.0827
H -1.791862 -2.131614 0.529953 0.45 -0.56 -0.31 0.0639
H -1.854735 -0.574314 -0.373941 0.32 -0.29 -0.63 0.0292
H -0.478355 -0.942865 2.366772 -0.02 0.15 -0.21 0.1069
H -1.019508 0.634012 1.670909 0.52 -0.14 -0.10 -0.0466
H 0.913142 -1.533939 0.358440 0.37 0.61 0.06 0.1238
H 1.354151 -0.035258 1.364873 1.00 -0.77 0.01 0.1009
H 2.667337 0.762126 -1.910895 0.23 0.35 0.61 0.0534
H 3.197274 0.246127 -0.210292 -0.39 -0.71 0.11 0.0584
H -0.215729 2.204428 -1.464426 -0.20 -0.03 0.01 0.0998
H -1.281968 1.573357 1.697081 -0.35 1.06 0.10 0.1402
H -0.182202 0.403256 -2.979833 -1.10 -0.04 0.02 0.0835
```
Forces are in eV/Å.

As for the lowest unoccupied orbital energy (spin up / spin down): 0.01 / -0.33 eV. For the frontier orbital gap (spin up / spin down), the calculation gives 7.897 / 7.608 eV. The multiplicity is 2. The energy relative to the best compared isomer or geometry (same formula, charge and spin) is 132.41 kcal/mol. The highest occupied orbital energy (spin up / spin down) is -7.9 / -7.9 eV.

[2]
The following is a quantum chemistry calculation of a cluster of 10 separate species, C40H81Br4ClF6N4O13PS9 in total in a non-equilibrium geometry, from OMol25.

```
159
Properties=species:S:1:pos:R:3:forces:R:3:lowdin_charge:R:1
C 1.817777 5.156435 -0.009826 0.02 0.29 -0.35 -0.0698
O 1.250934 3.851288 -0.063646 0.29 -0.59 0.47 -0.2193
C 0.664609 3.514737 1.183387 -0.26 1.48 -0.13 -0.2448
C 0.650769 1.963376 1.451819 0.07 1.80 -1.91 -0.1796
C 2.061316 1.515851 0.930587 0.89 -1.03 0.50 -0.5103
Br 3.554938 2.635236 1.684042 -0.41 -0.18 0.02 0.9146
C 2.497020 1.356816 -0.560153 0.09 -0.15 -1.34 -0.6746
C 1.640394 1.565175 -1.819302 0.17 -0.28 -0.67 -0.1356
Br 3.272966 -0.466598 -0.846047 -0.15 0.39 0.76 0.8128
C -0.604543 1.402870 0.639866 -1.30 -1.56 -1.55 -0.2739
C -0.456409 0.027814 -0.085345 0.23 -0.69 0.17 -0.0342
C -1.068625 -0.121290 -1.486940 0.39 -0.56 -0.16 -0.1517
C -2.589049 -0.219917 -1.630170 -0.63 0.07 -1.80 -0.7315
F -3.343123 0.096757 -0.558854 0.76 0.00 0.48 -0.0552
Br -3.151046 1.056995 -3.042269 0.03 -0.03 0.25 0.9107
C -3.060805 -1.644757 -2.166002 -1.89 0.85 1.14 -0.8941
F -2.346958 -2.636761 -1.613631 0.48 0.06 -0.47 0.0402
F -3.076089 -1.705386 -3.488829 0.96 -0.63 0.04 0.0034
Br -4.933816 -1.946440 -1.597852 0.29 -0.07 -0.17 0.8127
O -0.941729 2.329282 -0.443635 -0.18 -0.26 0.45 0.0237
C -2.086648 2.959151 -0.334102 0.35 1.37 0.63 -0.3223
N -2.924479 3.737139 -0.149169 0.26 -0.84 -0.52 0.2518
O -1.823461 1.365861 1.347625 0.32 0.16 0.73 -0.0072
C -1.934193 0.699547 2.574480 1.20 -0.02 0.61 -0.2139
C -3.057569 -0.367589 2.563473 -2.34 1.76 -0.98 -0.5425
F -4.141773 0.417814 2.202615 0.48 -0.11 -0.10 0.1116
F -3.402703 -0.787165 3.772069 0.76 -0.63 -0.15 0.1559
F -3.059755 -1.319102 1.642151 0.70 -0.55 0.66 0.1628
C -0.515700 0.402611 3.152836 -1.41 -1.83 1.82 -0.5119
Cl -0.837505 0.257680 4.960444 0.03 0.34 -0.38 0.8290
C 0.163943 -0.956202 2.885650 1.23 -0.20 -0.72 -0.1849
C -0.571669 -2.292229 2.697793 -0.25 -1.43 0.60 -0.2613
N -1.416560 -2.728831 3.826871 0.02 0.81 -0.41 0.0138
N 0.373984 1.670820 2.965816 0.40 -0.07 0.62 -0.0834
P -0.581375 3.120733 3.668534 -1.76 2.67 0.90 0.8377
O -1.810548 3.564619 3.005439 0.06 -0.74 -0.46 -0.3050
C 1.568775 1.576906 3.869834 1.69 0.55 1.79 -0.2873
C 1.838224 2.451001 4.944564 -0.78 0.85 0.15 -0.0873
C 2.953396 2.354903 5.748993 1.29 -1.24 -0.30 -0.0069
C 3.901446 1.310727 5.518414 -1.30 1.44 0.20 -0.0558
N 3.632076 0.454362 4.547372 0.93 -0.11 0.68 0.1137
C 2.556301 0.607466 3.816473 -1.04 -1.69 -2.13 -0.1999
H 2.791257 5.178228 0.495508 -0.21 -0.20 0.12 0.0655
H 1.127466 5.852322 0.485395 0.11 -0.02 -0.20 0.1046
H 1.981211 5.466441 -1.044121 -0.16 0.01 0.15 0.1059
H -0.328187 3.982892 1.154135 -0.09 -0.47 0.43 0.1234
H 1.251591 4.065607 1.929056 -0.04 -0.62 0.26 0.0763
H 2.308452 0.545743 1.359581 -0.22 0.23 0.03 0.0165
H 3.395442 1.931513 -0.756091 -0.22 0.24 0.64 0.0331
H 2.324469 1.796785 -2.646667 0.10 0.00 0.33 0.0951
H 1.230570 0.606918 -2.139250 -0.28 0.32 0.12 0.0362
H 0.916212 2.376006 -1.820043 0.00 -0.23 0.39 0.0800
H 0.573311 -0.345167 -0.155550 -0.07 0.39 0.00 0.0843
H -0.946415 -0.751737 0.511293 0.09 0.37 0.19 0.1124
H -0.657404 -1.072891 -1.859707 -0.13 0.11 0.19 0.1329
H -0.702621 0.589889 -2.219975 -0.15 0.24 0.42 0.0685
H -2.407739 1.343442 3.329194 0.16 0.42 -0.59 0.1196
H 0.865229 -0.892367 2.040359 -0.33 0.02 -0.01 0.1031
H 0.795327 -1.187670 3.746803 -0.06 0.48 -0.08 0.0984
H -1.040954 -2.475586 1.730629 -0.10 0.54 0.16 0.0959
H 0.225504 -3.039287 2.681019 0.33 0.60 -0.37 0.0975
H -2.323447 -3.032144 3.506338 0.02 -0.17 0.21 0.0662
H -0.951547 -3.453888 4.349207 -0.23 -0.14 -0.02 0.0762
H -0.859501 2.875435 5.023969 0.59 -0.67 -0.32 0.0447
H 0.280064 4.234989 3.710018 0.56 -0.84 -0.18 0.0700
H 1.201903 3.267195 5.259690 -0.06 -0.06 -0.23 0.0679
H 3.131420 3.060812 6.549974 -0.22 -0.07 -0.06 0.0876
H 4.810247 1.257470 6.139491 -0.49 -0.25 -0.47 0.0938
H 2.450719 -0.180260 3.071133 0.21 0.22 0.16 0.1051
C 0.401045 -5.840343 -0.199620 -0.15 0.02 0.14 -0.2583
S 1.590533 -4.493686 -0.217117 0.17 -0.09 -0.34 0.8327
O 1.054045 -3.405408 0.657883 -0.10 0.02 -0.15 -0.5758
C 1.290092 -3.998463 -1.916704 0.02 0.18 0.01 -0.2516
H 0.392715 -6.276972 0.797605 0.05 0.02 0.00 0.0514
H -0.591589 -5.458340 -0.440715 0.03 0.05 -0.02 0.0574
H 0.702343 -6.595833 -0.924534 0.05 0.03 0.00 0.0581
H 0.237315 -3.738884 -2.041103 -0.02 -0.06 0.07 0.0497
H 1.559487 -4.817423 -2.583910 0.02 -0.01 0.03 0.0637
H 1.911600 -3.129793 -2.140671 0.03 -0.03 0.00 0.0070
C 5.111518 4.865727 7.918348 0.03 0.02 0.15 -0.2601
S 6.214424 3.671237 7.146626 0.05 0.03 -0.03 0.8205
O 5.782036 2.312829 7.600984 0.04 0.31 0.10 -0.5598
C 7.671196 4.120545 8.092409 0.07 -0.03 0.11 -0.2592
H 4.115712 4.735293 7.501824 0.02 0.01 -0.04 0.0265
H 5.081381 4.697086 8.994820 0.02 -0.05 -0.01 0.0661
H 5.463911 5.874094 7.702651 0.01 -0.02 -0.04 0.0597
H 7.470692 3.998784 9.156708 -0.05 -0.03 -0.02 0.0639
H 7.939367 5.153560 7.871950 -0.02 -0.01 -0.05 0.0589
H 8.484823 3.462094 7.795554 -0.05 -0.02 -0.05 0.0562
C 4.104603 -0.375348 -5.663791 -0.03 0.15 0.06 -0.2662
S 3.539476 -1.911081 -4.920835 0.10 -0.08 -0.21 0.8329
O 3.057246 -1.579345 -3.540551 0.02 -0.06 -0.21 -0.6727
C 5.158059 -2.660046 -4.743099 -0.16 0.22 -0.01 -0.2768
H 3.239894 0.266583 -5.823419 -0.03 -0.06 0.00 0.0491
H 4.809886 0.118715 -4.994654 0.00 -0.06 0.04 0.0577
H 4.577849 -0.591396 -6.621068 -0.03 -0.04 0.00 0.0556
H 5.795473 -2.019125 -4.133189 -0.05 0.03 0.01 0.0662
H 5.599559 -2.805393 -5.728677 -0.04 -0.04 -0.01 0.0631
H 5.040973 -3.621578 -4.257677 -0.04 -0.01 -0.02 0.0149
C -6.134925 5.808319 -3.916291 -0.11 0.07 -0.06 -0.2653
S -4.982027 4.441542 -3.736743 0.06 -0.01 0.15 0.7725
O -5.233040 3.496474 -4.863840 0.01 -0.07 0.03 -0.5777
C -5.748599 3.741430 -2.273214 -0.08 -0.04 -0.02 -0.3093
H -5.862184 6.367844 -4.809220 0.06 -0.05 0.00 0.0477
H -7.148785 5.422223 -4.020632 0.03 -0.06 0.02 0.0609
H -6.064935 6.456885 -3.043175 0.03 -0.03 0.02 0.0553
H -6.788147 3.493875 -2.484474 -0.01 0.08 -0.03 0.0607
H -5.692639 4.455441 -1.453678 0.00 0.01 -0.03 0.0331
H -5.204939 2.837991 -2.003647 0.08 0.06 -0.03 -0.0080
C 6.721935 -5.311206 -1.259898 -0.11 0.03 0.06 -0.2549
S 7.484517 -5.622907 -2.857472 0.00 -0.16 0.20 0.8331
O 6.660085 -4.912983 -3.881321 0.02 -0.23 0.19 -0.5616
C 7.054718 -7.362941 -2.942169 -0.07 -0.10 -0.04 -0.2462
H 6.841780 -4.254945 -1.025933 0.04 0.00 -0.06 0.0520
H 5.660674 -5.558630 -1.303130 0.01 -0.01 -0.06 0.0543
H 7.220321 -5.911244 -0.498927 0.04 0.00 -0.03 0.0575
H 5.972413 -7.477612 -2.876847 0.00 0.08 0.00 0.0592
H 7.543414 -7.895565 -2.126795 0.05 0.03 -0.02 0.0599
H 7.408703 -7.753539 -3.894130 0.06 0.07 0.01 0.0565
C -7.694747 3.645166 2.643638 -0.17 0.16 0.09 -0.2793
S -6.956539 3.378580 1.025982 0.15 -0.06 0.07 0.7966
O -7.827225 4.056703 0.028029 -0.07 -0.02 0.07 -0.5444
C -7.318140 1.619182 0.946424 -0.14 -0.12 -0.07 -0.2521
H -7.615636 4.704738 2.883926 0.10 0.00 -0.09 0.0534
H -8.743095 3.350521 2.622943 0.03 -0.07 -0.07 0.0370
H -7.152430 3.061502 3.389155 0.07 -0.02 -0.06 0.0433
H -8.392500 1.459706 1.038936 0.00 0.07 0.06 0.0484
H -6.788869 1.104412 1.749378 0.02 0.03 -0.01 0.0423
H -6.970093 1.246342 -0.016341 0.07 0.08 0.00 0.0451
C 11.219844 -5.399065 -7.368516 -0.03 -0.04 -0.11 -0.2726
S 11.054210 -5.191687 -5.589515 0.05 0.08 -0.02 0.8010
O 11.108090 -6.546804 -4.980210 -0.11 -0.03 -0.02 -0.5563
C 9.327366 -4.697429 -5.613631 -0.02 0.03 -0.05 -0.2898
H 12.228070 -5.751302 -7.576755 0.01 0.01 0.07 0.0498
H 10.495419 -6.132989 -7.722387 -0.01 -0.01 0.06 0.0579
H 11.060254 -4.440018 -7.861777 0.02 0.01 0.03 0.0517
H 8.726238 -5.478617 -6.079693 0.03 -0.03 0.02 0.0629
H 9.219604 -3.761099 -6.162162 0.03 0.01 0.02 0.0579
H 9.004568 -4.556627 -4.584226 0.14 0.06 -0.16 -0.0139
C -5.860898 -0.794695 -7.669445 -0.12 0.05 0.04 -0.2664
S -4.622038 -2.066974 -7.387959 0.05 0.07 0.04 0.7922
O -4.715673 -3.034933 -8.510203 -0.05 -0.02 0.02 -0.5547
C -5.441511 -2.813784 -5.970938 -0.11 -0.01 0.12 -0.2771
H -5.566590 -0.224405 -8.547944 0.06 -0.04 0.00 0.0505
H -6.831813 -1.259333 -7.842659 0.04 -0.06 -0.01 0.0583
H -5.905333 -0.132082 -6.804227 0.05 0.00 -0.01 0.0541
H -6.440389 -3.147507 -6.252964 0.02 0.01 -0.07 0.0589
H -5.500671 -2.084608 -5.161744 0.03 0.01 -0.01 0.0357
H -4.850071 -3.668061 -5.646614 0.05 0.02 -0.06 0.0483
C -9.325118 2.124653 5.600139 -0.06 0.08 0.07 -0.2634
S -9.458216 0.791376 4.397776 0.05 -0.10 0.13 0.8035
O -9.947249 1.385104 3.125857 -0.08 0.01 0.03 -0.5519
C -10.858078 -0.017542 5.182505 -0.11 -0.03 0.04 -0.2666
H -8.523759 2.789479 5.286204 0.00 -0.03 -0.03 0.0289
H -10.263575 2.677969 5.641225 -0.01 -0.03 -0.05 0.0652
H -9.088382 1.706715 6.578726 0.01 -0.03 -0.02 0.0553
H -11.693824 0.678803 5.250527 0.04 0.04 -0.05 0.0616
H -10.568002 -0.360586 6.175774 0.04 0.00 -0.02 0.0543
H -11.142516 -0.871740 4.571511 0.06 0.02 -0.04 0.0522
```
Forces are in eV/Å.

As for the lowest unoccupied orbital energy: -3.01 eV. For the frontier orbital gap, the calculation gives 6.620 eV. The total charge is +1. The highest occupied orbital energy is -9.6 eV.

Copy entry 1 word for word.
The following is a quantum chemistry calculation of a structure of composition C6H12N in a non-equilibrium geometry, from OMol25.

```
19
Properties=species:S:1:pos:R:3:forces:R:3:lowdin_charge:R:1
C -1.762896 -1.060328 0.576837 -1.92 1.30 1.70 -0.1309
C -0.628574 -0.449191 1.398047 0.38 -1.56 -2.15 -0.2699
C 0.732727 -0.469362 0.582426 -0.99 1.09 1.98 -0.1608
C 1.071254 0.470827 -0.606133 -0.80 -2.10 4.44 -0.3868
C 2.387146 0.414836 -0.904416 -0.54 1.98 -2.34 0.0204
C -0.146764 1.161379 -1.148132 2.51 -1.94 -3.31 -0.1008
N -0.204390 0.115800 -1.988861 -0.30 1.91 0.07 0.1329
H -2.756049 -0.789278 1.041592 0.82 -0.32 -0.06 0.0827
H -1.791862 -2.131614 0.529953 0.45 -0.56 -0.31 0.0639
H -1.854735 -0.574314 -0.373941 0.32 -0.29 -0.63 0.0292
H -0.478355 -0.942865 2.366772 -0.02 0.15 -0.21 0.1069
H -1.019508 0.634012 1.670909 0.52 -0.14 -0.10 -0.0466
H 0.913142 -1.533939 0.358440 0.37 0.61 0.06 0.1238
H 1.354151 -0.035258 1.364873 1.00 -0.77 0.01 0.1009
H 2.667337 0.762126 -1.910895 0.23 0.35 0.61 0.0534
H 3.197274 0.246127 -0.210292 -0.39 -0.71 0.11 0.0584
H -0.215729 2.204428 -1.464426 -0.20 -0.03 0.01 0.0998
H -1.281968 1.573357 1.697081 -0.35 1.06 0.10 0.1402
H -0.182202 0.403256 -2.979833 -1.10 -0.04 0.02 0.0835
```
Forces are in eV/Å.

As for the lowest unoccupied orbital energy (spin up / spin down): 0.01 / -0.33 eV. For the frontier orbital gap (spin up / spin down), the calculation gives 7.897 / 7.608 eV. The multiplicity is 2. The energy relative to the best compared isomer or geometry (same formula, charge and spin) is 132.41 kcal/mol. The highest occupied orbital energy (spin up / spin down) is -7.9 / -7.9 eV.

Which formula does entry 2 have?
C40H81Br4ClF6N4O13PS9